This record from the Open Molecules 2025 dataset describes a molecular structure, C20H29AlBrCl3FN4O12S2 in a non-equilibrium geometry. The level of theory is wB97M-V/def2-TZVPD.

Last column: Mulliken charge in e.
Element x y z (Å)
C (-5.338, 0.747, -0.949)  -1.35
C (-3.970, 0.073, -0.650)  0.88
C (-3.664, -1.230, -1.415)  -0.71
C (-2.348, -1.944, -1.231)  -0.01
C (-1.395, -1.353, -0.297)  1.16
C (0.076, -1.979, -0.036)  0.20
C (1.131, -0.940, -0.707)  0.81
C (1.733, 0.182, 0.060)  -0.63
N (2.626, 1.067, -0.611)  0.86
N (3.197, 2.130, 0.154)  -0.97
C (4.503, 2.141, -0.003)  0.12
S (5.952, 2.267, -0.844)  -0.32
C (2.957, 0.932, -1.955)  -0.22
C (2.419, -0.165, -2.778)  -0.89
C (1.486, -1.149, -2.157)  0.80
C (0.905, -2.356, -2.983)  0.12
O (1.405, -3.441, -2.754)  -0.56
O (-0.048, -2.240, -3.923)  -0.38
C (-1.700, -0.080, 0.487)  -0.94
C (-2.987, 0.632, 0.315)  -0.92
H (-5.747, 0.283, -1.897)  0.33
H (-6.074, 0.673, -0.108)  0.35
H (-5.233, 1.849, -1.187)  0.27
H (-4.429, -1.618, -2.136)  0.46
H (-2.083, -2.883, -1.770)  0.06
H (0.257, -2.065, 1.069)  -0.78
H (0.172, -3.001, -0.490)  0.47
H (1.433, 0.290, 1.130)  0.20
H (3.636, 1.641, -2.485)  0.41
H (2.698, -0.242, -3.860)  0.37
H (-0.541, -1.387, -3.815)  0.35
H (-0.924, 0.319, 1.189)  0.55
H (-3.169, 1.566, 0.891)  0.47
F (0.259, 0.122, -3.828)  -0.83
O (-2.627, -0.955, 3.568)  -0.68
H (-2.239, -1.838, 3.641)  0.30
H (-2.346, -0.646, 2.699)  0.36
Al (5.309, 3.649, 1.796)  0.40
N (-0.897, -4.797, 1.740)  0.90
O (-0.173, -4.827, 0.733)  -0.55
O (-1.028, -3.708, 2.392)  -0.62
O (-1.490, -5.806, 2.116)  -0.64
Cl (-4.405, 1.012, 2.213)  -0.56
Cl (3.906, 1.071, 5.272)  -0.14
C (5.304, 2.010, 5.856)  -0.32
C (4.924, 2.974, 6.956)  -0.43
Cl (3.904, 4.305, 6.359)  -0.16
H (5.743, 2.528, 5.003)  0.14
H (6.035, 1.291, 6.229)  0.30
H (5.823, 3.427, 7.376)  0.29
H (4.388, 2.472, 7.761)  0.32
C (-0.050, 2.954, -1.201)  0.74
O (-0.301, 2.727, -0.035)  -0.66
N (-0.795, 3.726, -2.025)  0.17
C (-0.426, 3.947, -3.409)  -0.87
C (-1.998, 4.348, -1.507)  -0.88
H (0.844, 2.529, -1.683)  -0.22
H (-0.279, 5.018, -3.573)  0.36
H (-1.228, 3.585, -4.055)  0.31
H (0.494, 3.418, -3.654)  0.22
H (-1.736, 4.997, -0.668)  0.29
H (-2.679, 3.572, -1.149)  0.19
H (-2.487, 4.934, -2.285)  0.41
Br (-3.154, 0.110, -3.231)  0.05
O (-3.072, -6.315, -3.319)  -0.51
S (-1.969, -5.362, -3.501)  1.25
O (-0.876, -6.022, -4.228)  -0.50
O (-1.473, -4.903, -2.195)  -0.34
O (-2.453, -4.206, -4.271)  -0.49
O (1.729, -2.609, 3.312)  -0.32
H (0.812, -2.951, 3.112)  0.29
H (2.084, -3.004, 4.134)  0.45
H (1.744, -1.631, 3.349)  0.41

Summary:
largest force on an atom = 3.9 eV/A
charge = -1
highest occupied orbital energy = -4.17 eV
Kohn-Sham gap = 1.33 eV


This record from the Open Molecules 2025 dataset describes C6H10O4 in the gas phase in a non-equilibrium geometry. The level of theory is wB97M-V/def2-TZVPD.

Last column: natural (NBO) charge in e.
Element x y z (Å)
O (1.603, -2.122, 0.169)  -0.45
O (0.265, 2.567, 0.503)  -0.70
O (0.498, -1.602, -0.652)  -0.27
O (0.233, 0.289, 0.828)  -0.55
C (-1.196, 1.132, -0.752)  -0.19
C (-1.507, -0.213, -0.471)  -0.23
C (1.474, 1.396, -1.118)  -0.65
C (-0.974, -1.895, 1.259)  -0.65
C (0.226, 1.359, -0.147)  0.48
C (-0.386, -0.848, 0.201)  0.44
H (2.087, -1.375, 0.515)  0.46
H (-0.175, 2.453, 1.303)  0.48
H (-1.797, 1.964, -1.273)  0.24
H (-2.343, -0.837, -0.847)  0.23
H (1.403, 2.220, -1.912)  0.23
H (2.425, 1.503, -0.578)  0.23
H (1.471, 0.490, -1.685)  0.23
H (-1.715, -2.663, 0.878)  0.23
H (-1.456, -1.363, 2.171)  0.22
H (-0.137, -2.453, 1.607)  0.24

Summary:
ΔE to the lowest compared entry with this formula, charge and spin = 108.3 kcal/mol
largest force on an atom = 5.1 eV/A
SMILES = C[C@@]1(OO)C=C[C@@](C)(O)O1
charge = 0
highest occupied orbital energy = -9.72 eV
Kohn-Sham gap = 10.32 eV


This record from the Open Molecules 2025 dataset describes 2 unconnected molecules or ions with the total composition C3H8N2O2. The level of theory is wB97M-V/def2-TZVPD.

Last column: natural (NBO) charge in e.
Element x y z (Å)
N (-1.230, 0.877, 2.308)  -1.11
C (0.916, -0.567, 0.405)  0.88
O (1.141, -0.789, 1.574)  -0.64
N (-0.281, -0.250, -0.173)  -0.66
C (-0.110, 0.185, -1.540)  -0.24
C (1.334, -0.282, -1.820)  -0.08
O (1.887, -0.608, -0.547)  -0.49
H (-0.524, 0.182, 2.555)  0.40
H (-1.997, 0.795, 2.969)  0.37
H (-0.968, 0.168, 0.461)  0.45
H (-0.217, 1.273, -1.644)  0.19
H (-0.827, -0.295, -2.214)  0.20
H (1.952, 0.498, -2.272)  0.19
H (1.365, -1.173, -2.453)  0.18
H (-0.799, 1.783, 2.467)  0.36

Summary:
ΔE to the lowest compared entry with this formula, charge and spin = 5.6 kcal/mol
largest force on an atom = 0.5 eV/A
SMILES = O=C1NCCO1.N
charge = 0
highest occupied orbital energy = -9.75 eV
Kohn-Sham gap = 10.63 eV


This record from the Open Molecules 2025 dataset describes 2 unconnected molecules or ions with the total composition C3H9NO2S in a non-equilibrium geometry. The level of theory is wB97M-V/def2-TZVPD.

Last column: natural (NBO) charge in e.
Element x y z (Å)
C (-0.418, -0.740, 1.133)  -0.52
C (0.375, -0.144, 0.045)  -0.51
S (1.041, -1.147, -1.321)  -0.06
C (-0.703, 0.389, 2.096)  0.65
N (-1.915, 0.807, 2.192)  -0.78
O (0.234, 1.110, 2.500)  -0.64
H (0.136, -1.436, 1.863)  0.25
H (-1.313, -1.505, 0.928)  0.22
H (1.342, 0.194, 0.366)  0.25
H (-0.193, 0.726, -0.328)  0.22
H (0.279, -2.256, -1.175)  0.12
H (-2.627, 0.461, 1.543)  0.39
H (-2.198, 1.576, 2.722)  0.40
H (1.683, 0.062, -3.738)  0.48
H (2.499, 0.944, -4.686)  0.46
O (1.778, 0.958, -4.139)  -0.94

Summary:
ΔE to the lowest compared entry with this formula, charge and spin = 42.6 kcal/mol
largest force on an atom = 5.1 eV/A
SMILES = NC(=O)CCS.O
charge = 0
highest occupied orbital energy = -9.28 eV
Kohn-Sham gap = 9.95 eV


This record from the Open Molecules 2025 dataset describes a gas-phase ion, C9H18N3 (charge +1) in a non-equilibrium geometry. The level of theory is wB97M-V/def2-TZVPD.

Last column: natural (NBO) charge in e.
Element x y z (Å)
C (-1.991, 0.866, 0.193)  0.36
C (2.662, 0.763, 0.062)  -0.41
C (2.019, 0.617, -1.313)  -0.39
C (1.749, 1.248, 1.153)  -0.39
C (0.989, -0.559, -1.160)  -0.48
C (0.783, 0.113, 1.367)  -0.51
C (0.167, -0.267, 0.057)  0.39
C (-3.047, 1.919, 0.362)  -0.65
C (-1.287, -2.245, -0.737)  -0.48
N (-0.844, 1.237, -0.222)  -0.43
N (-2.185, -0.402, 0.554)  -0.44
N (-0.970, -1.255, 0.327)  -0.27
H (3.087, -0.212, 0.266)  0.20
H (3.579, 1.515, -0.031)  0.23
H (1.526, 1.579, -1.571)  0.23
H (2.628, 0.312, -2.152)  0.23
H (2.323, 1.494, 2.106)  0.23
H (1.365, 2.201, 0.874)  0.24
H (0.385, -0.617, -2.005)  0.23
H (1.336, -1.599, -0.991)  0.21
H (1.461, -0.643, 1.849)  0.23
H (0.037, 0.380, 1.999)  0.22
H (-3.586, 1.840, 1.338)  0.24
H (-3.997, 1.645, -0.265)  0.25
H (-2.608, 2.858, 0.185)  0.27
H (-1.936, -1.892, -1.607)  0.27
H (-0.426, -2.830, -1.246)  0.26
H (-1.810, -3.111, -0.369)  0.25
H (-2.742, -0.901, 1.159)  0.42
H (-0.698, -1.536, 1.296)  0.46

Summary:
ΔE to the lowest compared entry with this formula, charge and spin = 71.6 kcal/mol
largest force on an atom = 4.8 eV/A
SMILES = CC1=NC2(CCCCC2)[N@H+](C)N1
charge = +1
highest occupied orbital energy = -13.63 eV
Kohn-Sham gap = 10.57 eV


This record from the Open Molecules 2025 dataset describes a molecular structure, C8H24ClO4S in a non-equilibrium geometry. The level of theory is wB97M-V/def2-TZVPD.

Last column: natural (NBO) charge in e.
Element x y z (Å)
Cl (1.170, 0.788, -1.120)  -0.71
C (2.804, -3.512, -0.331)  -0.64
C (3.094, -2.063, 0.199)  -0.05
O (1.920, -1.639, 0.782)  -0.80
H (3.566, -3.991, -0.863)  0.19
H (1.992, -3.370, -0.986)  0.20
H (2.574, -4.245, 0.506)  0.20
H (3.372, -1.442, -0.801)  0.17
H (3.828, -1.947, 1.071)  0.17
H (1.342, -1.000, 0.320)  0.52
C (-2.630, 1.415, 1.368)  -0.60
C (-1.488, 0.879, 0.496)  0.00
O (-0.233, 1.214, 1.072)  -0.81
H (-2.670, 2.341, 1.460)  0.20
H (-2.746, 0.842, 2.322)  0.18
H (-3.566, 1.411, 0.865)  0.19
H (-1.599, 1.423, -0.531)  0.14
H (-1.541, 0.071, 0.163)  0.12
H (0.524, 1.536, 0.377)  0.49
C (-0.650, 5.145, -2.486)  -0.62
C (-0.269, 3.603, -2.462)  -0.05
O (0.534, 3.463, -1.290)  -0.80
H (-1.116, 5.599, -1.635)  0.21
H (-1.098, 5.469, -3.362)  0.18
H (0.348, 5.777, -2.453)  0.19
H (0.329, 3.353, -3.201)  0.16
H (-1.122, 2.891, -2.270)  0.15
H (0.756, 2.437, -1.273)  0.45
C (-0.840, -2.191, 2.678)  -0.80
S (-0.047, -3.373, 1.602)  1.26
O (-0.894, -4.601, 2.019)  -1.02
C (-0.524, -2.724, 0.053)  -0.90
H (-0.448, -1.297, 2.252)  0.24
H (-0.538, -2.191, 3.787)  0.23
H (-1.853, -2.292, 2.645)  0.22
H (-0.286, -3.448, -0.757)  0.25
H (-0.324, -1.619, -0.181)  0.28
H (-1.674, -2.721, -0.038)  0.23

Summary:
ΔE to the lowest compared entry with this formula, charge and spin = 46.4 kcal/mol
largest force on an atom = 15.5 eV/A
charge = -1
highest occupied orbital energy = -5.58 eV
Kohn-Sham gap = 8.78 eV